(1)
83
Properties=species:S:1:pos:R:3:forces:R:3:lowdin_charge:R:1 method="wB97M-V/def2-TZVPD" multiplicity=2 total_charge=+1 homo_energy_ev="-10.32 / -10.32" s2=0.93 orbital_gap_ev="5.0 / 5.8"
Sb -0.8304 3.4256 -1.0736 -0.088 -0.044 -0.257 1.2666
Cr 0.3251 -0.4317 0.2435 0.519 0.055 0.233 0.6918
S 3.6688 -0.3105 0.3999 -0.040 0.130 0.034 0.6272
O 3.5964 1.0245 -0.1247 0.026 -0.017 0.029 -0.2941
O 3.7148 -0.5209 1.8272 0.002 0.035 0.012 -0.2986
N -1.6807 -0.3220 0.2179 0.045 -0.078 -0.005 0.0612
N -0.8433 -0.0302 -4.4104 -0.043 0.027 0.001 0.1262
N -0.1736 -0.8154 2.2278 -0.121 -0.071 -0.260 0.0357
N 0.6283 -2.4698 -0.0062 -0.031 -0.043 0.207 0.0258
N -1.0546 -1.0526 4.8284 -0.020 -0.014 0.016 0.1220
N 0.8133 1.2546 0.9005 0.159 -0.233 -0.173 0.0660
N 4.5645 3.4672 2.2156 0.029 -0.017 -0.001 0.1950
N 2.8515 -3.3190 0.1170 0.023 0.038 0.065 0.1769
N 0.4952 4.1554 3.9716 -0.038 0.034 -0.042 0.1743
N -0.0630 -0.1476 -1.7688 -0.209 -0.254 -0.063 0.0316
N 2.2575 -1.0006 -0.1286 -0.085 -0.083 0.049 -0.1569
N 8.2228 -3.0494 -2.1132 -0.019 -0.064 -0.029 0.1247
N -8.7257 -0.0777 0.0884 -0.006 0.008 0.006 0.0829
C 1.9804 -2.3209 -0.0092 -0.064 0.012 -0.015 -0.4493
C 5.0056 -1.1331 -0.3392 0.001 -0.089 -0.020 -0.3231
C -2.3646 -0.4836 1.3527 0.009 -0.030 0.022 -0.1530
C 0.6928 -1.0128 3.2149 -0.042 -0.001 0.042 -0.0316
C 0.8404 -0.0631 -2.7333 -0.030 0.118 -0.033 -0.0424
C 3.4429 3.2186 2.2357 -0.017 0.117 -0.087 -0.1909
C -5.9240 -0.2005 0.1319 0.012 -0.002 -0.018 -0.1593
C 5.3360 -0.8518 -1.6610 -0.003 0.040 0.003 -0.0566
C 6.4060 -1.4843 -2.2524 0.003 -0.003 -0.006 -0.0201
C -1.4865 -0.7277 2.5172 0.022 0.066 0.059 -0.1480
C -1.9085 -0.8542 3.8311 -0.001 0.016 -0.027 -0.0316
C -1.7420 -0.0824 -3.4304 0.015 0.068 0.001 -0.0368
C -8.0217 -0.2246 -1.0277 0.010 -0.008 -0.034 -0.1168
C -3.6880 -0.1537 -1.0179 0.040 0.038 -0.003 0.0766
C 0.1622 5.2234 -0.4901 0.024 0.031 0.080 -0.3291
C -2.1185 4.2865 -2.5579 -0.053 0.054 0.020 -0.3552
C 0.1284 -3.6930 0.1741 -0.068 0.005 -0.089 -0.0866
C 1.4414 2.0342 1.5208 -0.142 0.035 0.047 -0.1424
C -4.4392 -0.2676 0.1573 -0.009 0.026 0.037 -0.0974
C 1.2091 3.6371 3.2327 0.076 -0.113 0.172 -0.2018
C -6.6371 -0.2926 -1.0599 -0.010 -0.037 0.021 -0.0057
C -6.6623 -0.0355 1.3003 -0.001 0.042 -0.023 -0.0044
C -2.3098 -0.1974 -0.9536 0.021 0.078 -0.007 -0.1764
C -8.0458 0.0162 1.2254 -0.002 0.008 0.026 -0.1152
C 7.1745 -2.4072 -1.5257 -0.012 -0.002 0.008 -0.3078
C 0.9579 -4.7821 0.3052 0.041 0.040 -0.043 -0.0308
C -2.3168 3.4420 0.4788 0.010 0.022 0.033 -0.3287
C -3.7483 -0.4585 1.3557 0.035 -0.031 -0.027 0.0800
C 0.4324 -0.0038 -4.0651 0.062 0.031 0.039 -0.0604
C 5.7594 -2.0417 0.3950 0.013 0.008 -0.006 -0.0624
C 2.3308 -4.5261 0.2633 -0.060 -0.064 0.001 -0.0780
C -1.3703 -0.1319 -2.1001 0.009 0.053 -0.004 -0.1912
C 0.2322 -1.1272 4.5242 0.059 -0.004 -0.024 -0.0558
C 6.8360 -2.6695 -0.1892 -0.007 0.027 0.008 -0.0158
C 2.0478 2.9468 2.3077 -0.044 0.052 -0.025 -0.2092
H -4.1728 -0.0184 -1.9720 -0.013 0.018 0.006 0.1123
H 3.0415 -5.3396 0.3613 0.000 -0.002 -0.005 0.1237
H 7.4371 -3.3619 0.3866 -0.009 -0.016 -0.001 0.1152
H -2.7841 -0.0852 -3.7226 -0.002 -0.008 -0.016 0.1256
H 8.5331 -2.7834 -3.0289 0.021 0.026 0.015 0.1019
H -2.9686 3.6222 -2.7205 -0.002 0.002 -0.026 -0.0102
H 1.1657 0.0550 -4.8589 -0.004 0.012 -0.005 0.1245
H -0.9517 -3.7830 0.2011 0.003 0.004 0.016 0.1257
H -1.8603 3.2290 1.4460 0.005 -0.012 0.007 -0.0075
H -6.1945 0.0812 2.2671 0.009 0.001 0.005 0.1071
H 1.8781 -0.0300 -2.4305 0.003 -0.073 -0.003 0.1168
H -3.0789 2.6885 0.2690 -0.002 -0.009 0.009 -0.0195
H 0.9313 -1.2741 5.3372 -0.004 -0.010 0.004 0.1270
H -2.4917 5.2571 -2.2333 -0.003 0.003 0.013 0.0059
H -6.1516 -0.4322 -2.0150 0.004 -0.022 0.002 0.1052
H -8.6325 0.1433 2.1273 -0.002 0.006 0.003 0.1159
H -2.7952 4.4195 0.5264 -0.008 0.000 0.010 0.0129
H 8.8407 -3.6175 -1.5644 0.018 0.029 0.004 0.1023
H 0.5678 -5.7793 0.4331 0.010 -0.010 0.004 0.1090
H 1.0797 5.3424 -1.0626 0.003 0.019 -0.002 0.0017
H -8.5888 -0.2941 -1.9484 -0.003 -0.010 -0.002 0.1154
H -4.2806 -0.6092 2.2816 -0.015 0.002 -0.002 0.1134
H 4.7700 -0.1127 -2.2131 0.003 0.014 0.004 0.1122
H -2.9567 -0.7848 4.0931 -0.004 0.003 0.003 0.1255
H -1.5875 4.4061 -3.5009 0.006 0.001 -0.003 -0.0040
H 6.6754 -1.2539 -3.2754 -0.009 -0.008 -0.008 0.1142
H 5.4988 -2.2396 1.4249 0.000 -0.002 0.009 0.1148
H 1.7468 -1.0570 2.9563 0.001 0.034 0.009 0.1110
H 0.4158 5.1718 0.5691 0.007 0.003 -0.014 -0.0083
H -0.4860 6.0821 -0.6574 -0.014 -0.004 0.012 0.0093

=====

(2)
88
Properties=species:S:1:pos:R:3:forces:R:3:lowdin_charge:R:1 method="wB97M-V/def2-TZVPD" multiplicity=2 total_charge=-1 homo_energy_ev="-3.92 / -3.93" s2=0.76 orbital_gap_ev="5.2 / 5.1"
Sb 0.8030 -6.0248 -2.0443 -0.121 -0.028 -0.059 0.0806
Se -0.5221 -2.9207 -2.8156 0.264 0.036 -0.459 -0.0149
Se 1.0590 -5.2141 0.2243 0.096 0.171 0.152 -0.3249
Se -2.5199 -2.2452 -3.8336 -0.136 0.019 -0.071 0.0534
Se 2.9293 -6.1800 -3.1522 0.092 0.142 0.140 -0.3583
Ti -1.0901 -0.4608 -2.7020 0.079 -1.443 1.352 0.4734
O -0.9515 0.5351 -4.3857 0.210 0.722 -0.785 -0.1368
O 1.3954 -0.2034 -3.0716 0.011 -0.222 0.136 -0.0553
O -0.3069 0.3587 4.2333 -0.023 0.021 0.019 0.1253
O -2.6474 0.7547 -2.3580 -0.247 0.489 -0.030 -0.1810
O -5.6055 5.8006 -4.3918 -0.008 -0.004 -0.003 0.0589
O -4.4273 5.3631 -6.1385 0.009 0.006 0.003 0.0569
N -0.0183 1.0150 -1.2706 -0.241 0.286 -0.127 0.0241
N -0.2531 1.6069 6.0360 0.009 0.018 0.022 0.1170
N 1.0017 2.9822 -0.9395 0.025 -0.003 -0.034 0.1338
N 1.5866 2.0059 -0.2123 0.003 0.008 -0.004 -0.1014
N -2.4364 -2.7321 0.8612 0.018 0.022 0.005 -0.1127
N 3.5032 -1.0536 -2.9836 0.140 0.052 0.114 0.0911
N 3.5502 -1.1326 -0.0717 -0.009 -0.072 -0.002 0.1046
N -1.0930 0.5249 6.2747 -0.012 -0.007 0.006 0.1166
N -3.6558 -2.2870 0.4736 -0.004 0.017 0.016 0.1319
N -4.7887 5.1297 -4.9982 -0.002 -0.007 0.001 -0.3656
N -2.0309 -1.2867 -0.7038 0.181 0.079 0.034 -0.0502
C 4.4600 -2.3027 1.8241 -0.026 -0.005 -0.005 -0.0703
C -3.4261 -3.0829 5.4883 -0.002 0.007 0.007 -0.0658
C 0.1802 1.4717 4.8327 -0.006 -0.026 -0.043 -0.2960
C 2.6842 3.9954 2.5328 0.026 -0.014 0.002 -0.0291
C -1.4823 -2.1318 0.1537 -0.029 -0.124 -0.121 -0.2002
C -4.2098 3.9823 -4.3150 -0.006 0.017 -0.005 -0.1583
C 3.2608 -2.2790 -2.2469 -0.023 -0.016 -0.034 -0.1086
C 3.6991 -2.2458 -0.7948 0.035 -0.011 -0.067 -0.2509
C -3.1080 1.7736 -2.9781 -0.042 -0.106 -0.016 -0.3252
C -4.6403 3.6616 -3.0154 0.017 -0.003 0.010 0.0102
C 3.9252 -1.1865 1.2095 0.002 0.060 0.034 -0.1613
C -2.7020 -1.9531 5.8211 -0.009 0.002 0.007 -0.0245
C 2.5954 -0.1185 -3.3007 -0.100 0.062 -0.225 -0.5016
C -2.6713 2.1482 -4.2881 -0.008 0.061 0.017 -0.1150
C -2.2907 -3.7167 1.9126 0.011 -0.067 -0.062 -0.0787
C 0.0488 2.3387 -1.5673 -0.125 -0.006 0.054 -0.1732
C 2.7120 2.3045 0.6500 0.046 -0.040 0.050 -0.0725
C -3.2436 3.2426 -4.9436 -0.002 -0.010 -0.009 0.0529
C 1.4801 3.5646 4.5732 -0.009 0.018 0.018 -0.0176
C -1.7096 -1.9764 3.6227 -0.023 0.014 -0.014 0.0421
C -4.1042 2.5884 -2.3656 -0.040 -0.010 -0.022 0.0240
C -1.6005 1.4399 -4.9224 0.046 -0.120 0.018 -0.1399
C 4.6081 -3.4508 1.0645 -0.050 -0.061 -0.041 -0.0654
C 0.9622 0.8415 -0.4104 0.123 -0.007 -0.086 -0.1170
C 2.2849 2.7707 2.0209 -0.032 -0.048 0.014 -0.1854
C 3.1341 1.1151 -3.9925 -0.020 -0.032 -0.031 0.0208
C -1.8423 -1.3952 4.8773 0.009 -0.005 -0.006 -0.1364
C -3.3040 -3.6510 4.2251 0.028 -0.025 0.001 -0.0249
C 1.0647 2.3390 4.0574 0.026 -0.023 -0.020 -0.1300
C 2.2881 4.3850 3.8078 0.004 0.015 0.006 -0.0633
C -1.1004 -0.1778 5.1945 0.032 0.005 -0.030 -0.2853
C 4.2239 -3.4192 -0.2610 -0.043 -0.111 -0.013 -0.0533
C -2.4420 -3.1063 3.2845 0.009 0.015 0.020 -0.1765
C 1.4760 1.9450 2.7912 -0.028 0.021 -0.004 0.0353
C -3.3609 -1.4314 -0.4744 -0.040 0.181 0.035 -0.2208
H 2.2040 -2.5392 -2.3351 -0.040 0.077 0.082 0.0648
H 4.9874 -4.3670 1.4971 0.016 0.006 0.008 0.1123
H 4.7311 -2.2690 2.8707 0.006 0.000 -0.006 0.0994
H -0.6167 2.8236 -2.2632 -0.002 0.018 0.017 0.1179
H 3.3176 3.0541 0.1451 -0.043 0.049 0.016 0.1283
H 4.4418 -0.8914 -3.3038 0.036 0.044 0.118 0.1382
H 3.2982 1.3909 0.7148 0.054 -0.059 -0.031 0.0961
H 2.9650 1.9702 -3.3367 -0.002 0.000 0.000 0.0793
H -3.8894 -4.5250 3.9662 -0.003 0.001 0.000 0.1144
H 2.5604 1.2769 -4.9038 -0.001 -0.003 0.003 0.0885
H 4.1943 1.0547 -4.2342 0.002 -0.004 0.003 0.0733
H 3.7915 -0.2836 1.7983 -0.024 0.060 -0.016 0.0848
H 1.1537 3.8620 5.5605 0.000 -0.006 0.000 0.1154
H 1.2976 -0.0936 0.0090 0.019 0.009 0.000 0.1277
H -4.1062 -0.9007 -1.0400 0.004 -0.008 -0.001 0.1068
H -3.0379 -4.4910 1.7490 -0.028 0.024 -0.002 0.1307
H 2.6037 5.3432 4.1989 0.002 -0.001 0.001 0.1053
H 4.2813 -4.3060 -0.8803 -0.024 -0.019 -0.031 0.0778
H -0.4410 -2.4077 0.2280 0.015 -0.001 0.010 0.0863
H -5.3968 4.2770 -2.5503 -0.005 -0.002 -0.003 0.1185
H -1.3240 1.7310 -5.9425 -0.024 0.023 -0.011 0.1439
H -4.4258 2.3162 -1.3694 0.001 0.003 0.003 0.1225
H 3.3035 4.6516 1.9332 -0.002 0.000 -0.003 0.1131
H -2.9225 3.5160 -5.9402 0.007 -0.001 0.001 0.1294
H -1.0451 -1.5325 2.8922 0.007 0.000 0.004 0.1215
H 3.8080 -3.0826 -2.7370 -0.120 -0.096 -0.060 0.0945
H 1.1477 0.9906 2.3983 0.005 -0.014 0.008 0.1199
H -2.7988 -1.4893 6.7933 0.004 0.001 -0.001 0.1126
H -1.3100 -4.1783 1.7732 0.055 -0.012 0.025 0.0680
H -4.1034 -3.5192 6.2108 0.002 0.000 0.000 0.1038

=====

(3)
73
Properties=species:S:1:pos:R:3:forces:R:3:lowdin_charge:R:1 method="wB97M-V/def2-TZVPD" multiplicity=2 total_charge=+1 homo_energy_ev="-9.99 / -10.62" s2=0.77 orbital_gap_ev="7.4 / 7.0"
Ru 1.4006 -0.9960 1.5728 -0.446 -0.633 -0.211 1.0952
O -1.7769 -0.9556 1.3262 0.193 -0.012 -0.184 0.0243
O 0.0612 1.0877 0.5294 -0.834 -0.218 0.127 0.0658
O -1.5300 2.7486 0.7470 -0.072 -0.307 -0.007 0.2268
N -1.5034 -0.0038 -8.9294 0.037 -0.013 0.071 0.1778
N 1.6064 -1.2674 -0.6932 0.524 1.211 0.313 -0.0145
N 2.1686 0.9320 2.3415 0.639 0.427 -0.922 0.0051
N 1.4120 -0.9807 -2.8732 0.074 0.011 0.016 0.0069
C 2.7516 -1.2090 -2.6140 -0.109 -0.031 -0.055 -0.0190
C 3.5523 1.2196 2.0147 -0.058 -0.182 0.016 -0.2993
C -2.9950 0.7027 2.4645 0.192 0.102 -0.103 -0.1842
C 5.2164 1.6745 0.3529 0.014 -0.010 -0.020 -0.0725
C 0.3504 -2.6267 2.5618 -0.263 0.216 0.249 -0.1750
C -5.0021 0.2455 -2.3078 -0.015 0.004 0.007 -0.0597
C -2.5348 0.1680 1.1946 -0.687 -0.347 0.212 -0.2510
C 1.0001 -0.5033 -6.5252 -0.005 -0.002 -0.027 -0.0006
C 0.7799 -1.0044 -1.6750 -0.155 -0.280 -0.066 -0.1272
C -4.7438 -0.0128 0.0699 -0.015 -0.007 -0.023 -0.0086
C -2.8356 0.4987 -1.2964 -0.014 0.006 -0.001 -0.0416
C -1.0004 -0.1719 -7.9104 -0.019 0.012 -0.051 -0.1697
C 2.4245 -1.8370 3.1500 0.006 -0.222 0.463 -0.2121
C 2.5694 -2.6418 1.9775 0.116 -0.270 0.152 -0.2037
C -0.3809 -0.3786 -6.6291 -0.003 -0.002 0.001 -0.2177
C 2.8547 -1.3764 -1.2734 -0.023 -0.142 -0.006 -0.1114
C -0.9013 1.7688 0.6937 0.728 0.820 -0.157 -0.4410
C -1.1659 -0.4586 -5.4830 -0.011 0.008 -0.004 -0.0079
C 3.8934 1.4402 0.6869 0.018 0.072 0.023 -0.0515
C 5.8505 1.4614 2.6570 -0.036 0.003 0.021 -0.0691
C -3.6452 0.5080 -2.4235 0.028 0.004 0.003 -0.0681
C 1.2648 -3.1495 1.6398 0.253 -0.237 -0.156 -0.1755
C -2.6201 0.0963 3.6726 0.025 0.006 0.043 -0.0093
C -3.3754 0.2428 -0.0352 0.068 0.075 0.033 -0.1693
C 4.5214 1.2390 3.0012 0.078 -0.040 0.045 -0.0443
C 1.0422 -1.7990 3.5062 0.010 -0.095 0.075 -0.1864
C -3.7931 1.8551 2.5029 -0.050 0.016 0.024 -0.0297
C 6.2010 1.6762 1.3347 0.006 0.010 -0.020 -0.0798
C -4.2200 2.3685 3.7134 0.016 -0.005 -0.035 -0.0565
C -5.5478 -0.0188 -1.0593 0.001 0.010 -0.003 -0.0489
C 1.5905 -0.7031 -5.2901 0.034 0.031 0.014 0.0072
C -3.8518 1.7533 4.9042 -0.008 0.009 0.028 -0.0666
C -0.5771 -0.6555 -4.2487 -0.021 -0.028 0.026 0.0006
C -3.0516 0.6180 4.8792 0.008 -0.001 -0.023 -0.0666
C 0.8043 -0.7754 -4.1483 -0.009 -0.021 0.001 -0.1562
H -4.0671 2.3487 1.5799 -0.009 -0.014 0.004 0.1230
H 2.6648 -0.7967 -5.2363 -0.009 0.010 0.002 0.1091
H -1.2139 -0.7272 -3.3786 0.004 -0.018 -0.016 0.0863
H 3.1205 1.4387 -0.0731 -0.003 -0.054 -0.021 0.1063
H -1.7841 0.7448 -1.4016 -0.010 0.003 0.000 0.0960
H -0.2808 -0.8611 -1.5712 0.047 0.075 0.038 0.1049
H -2.7721 0.1331 5.8055 -0.001 0.002 -0.006 0.1082
H -5.6349 0.2614 -3.1854 0.009 -0.008 0.013 0.1129
H 1.0188 -3.7974 0.8143 0.067 0.012 -0.023 0.1136
H -6.6059 -0.2242 -0.9616 0.016 0.005 -0.004 0.1145
H 5.4830 1.8533 -0.6810 -0.005 0.010 0.015 0.1089
H 1.6128 1.6820 1.9440 -0.210 0.009 0.269 0.0875
H 6.6060 1.4764 3.4316 -0.007 -0.006 -0.019 0.1111
H 7.2337 1.8542 1.0665 -0.012 -0.002 0.011 0.1082
H 3.7369 -1.5725 -0.6895 -0.003 0.039 0.005 0.1066
H -1.7268 -1.4132 0.4795 -0.033 -0.040 -0.067 0.1182
H 4.2484 1.0886 4.0407 -0.002 -0.001 -0.021 0.1139
H -3.2202 0.7510 -3.3897 -0.005 -0.006 0.018 0.0989
H -4.8393 3.2556 3.7310 0.005 -0.006 -0.003 0.1119
H 3.2135 -1.3292 3.6835 0.110 -0.034 -0.125 0.1083
H -0.7134 -2.7955 2.5513 -0.016 0.042 -0.036 0.1052
H 1.6136 -0.4448 -7.4135 -0.005 -0.001 0.008 0.1308
H 0.6026 -1.2936 4.3513 0.024 -0.032 0.028 0.1068
H 2.0576 0.9144 3.3473 -0.173 0.106 0.007 0.1014
H 3.4983 -1.2369 -3.3848 -0.002 -0.024 0.024 0.1189
H -2.2411 -0.3735 -5.5637 0.008 -0.005 0.002 0.1237
H 3.4978 -2.8658 1.4767 -0.002 -0.017 0.025 0.1109
H -2.0076 -0.7948 3.6557 -0.013 0.002 -0.008 0.1002
H -5.1756 -0.2127 1.0423 0.015 0.007 -0.005 0.1292
H -4.1893 2.1576 5.8494 0.000 -0.003 -0.006 0.1092

=====

Energy relative to the best compared isomer or geometry (same formula, charge and spin)? In order: 1.6 13.2 30.0 kcal/mol.